Record 1
Here is a gas-phase ion, C2H5N2O (charge +1) in a non-equilibrium geometry from OMol25. Energies are from ωB97M-V with the def2-TZVPD basis set.

Last column: Löwdin charge in e.
Positions of all 10 atoms, in Å:
N1 2.50 0.21 -0.51  0.390
C1 1.39 0.33 -0.57  0.083
C2 -0.12 0.49 -0.48  -0.086
O1 -0.73 0.27 0.84  -0.189
N2 -1.77 -0.79 0.82  0.055
H1 3.41 0.06 -0.97  0.193
H2 -0.07 1.63 -0.60  0.174
H3 -0.54 -0.26 -1.18  0.151
H4 -1.39 -1.53 1.47  0.116
H5 -2.67 -0.43 1.20  0.114

Net charge ... +1
Relative energy (zero: lowest compared OMol25 entry of this formula, charge and spin) ... 4.684 eV
Structure (SMILES) ... [NH+]#CCON
HOMO energy ... -14.5 eV
LUMO ... -5.36 eV
Multiplicity ... 1

Record 2
Here is a single C3H7NO2 molecule in a non-equilibrium geometry from OMol25. Energies are from ωB97M-V with the def2-TZVPD basis set.

Last column: Löwdin charge in e.
Positions of all 13 atoms, in Å:
C1 0.93 -0.22 1.12  -0.077
N1 0.34 -0.52 -0.17  -0.279
O1 0.22 -1.94 -0.30  -0.060
C2 -1.01 0.11 -0.37  -0.115
C3 -0.56 1.46 -0.82  -0.275
O2 -1.18 2.47 -0.57  0.051
H1 1.07 0.85 1.19  0.087
H2 1.91 -0.71 1.17  0.088
H3 0.31 -0.57 1.95  0.090
H4 0.76 -2.19 -1.06  0.097
H5 -1.53 -0.38 -1.20  0.134
H6 -1.61 0.15 0.54  0.130
H7 0.34 1.50 -1.46  0.130

Relative energy (zero: lowest compared OMol25 entry of this formula, charge and spin) ... 3.426 eV
Structure (SMILES) ... CN(O)CC=O
HOMO energy ... -9.4 eV
LUMO ... 0.86 eV
Multiplicity ... 1

Record 3
Here is 10 unconnected molecules or ions with the total composition C17H34Cl18NO3 from OMol25. Energies are from ωB97M-V with the def2-TZVPD basis set.

Last column: Löwdin charge in e.
Positions of all 73 atoms, in Å:
C1 -2.13 -0.91 0.10  -0.099
O1 -1.80 0.25 -0.66  -0.208
C2 -0.60 0.85 -0.19  -0.232
C3 0.64 -0.06 -0.15  -0.179
C4 0.91 -0.66 1.25  -0.203
C5 2.41 -0.87 1.54  -0.191
C6 3.00 0.20 2.47  -0.260
N1 2.06 0.64 3.49  -0.060
C7 1.56 -0.44 4.34  -0.173
C8 0.36 0.09 5.17  -0.752
O2 0.58 0.40 6.35  -0.086
O3 -0.72 0.16 4.53  -0.085
H1 -3.20 -1.06 0.10  0.072
H2 -1.60 -1.78 -0.30  0.067
H3 -1.79 -0.76 1.13  0.093
H4 -0.77 1.30 0.79  0.130
H5 -0.40 1.68 -0.88  0.084
H6 0.51 -0.87 -0.87  0.103
H7 1.49 0.53 -0.50  0.082
H8 0.44 -0.02 1.98  0.089
H9 0.43 -1.64 1.27  0.105
H10 2.54 -1.85 2.00  0.095
H11 2.97 -0.87 0.60  0.101
H12 3.26 1.07 1.87  0.079
H13 3.96 -0.18 2.87  0.078
H14 2.55 1.27 4.11  0.040
H15 2.31 -0.81 5.06  0.098
H16 1.17 -1.27 3.75  0.096
C9 -3.79 -3.17 -2.99  -1.087
Cl1 -2.14 -2.62 -3.34  0.524
Cl2 -3.84 -4.19 -1.54  0.505
H17 -4.42 -2.32 -2.83  -0.105
H18 -4.15 -3.74 -3.84  -0.051
C10 5.46 1.00 5.24  -1.064
Cl3 4.53 2.50 5.34  0.537
Cl4 6.75 0.92 6.46  0.500
H19 4.78 0.17 5.41  -0.026
H20 5.91 0.93 4.26  0.017
C11 -3.72 -0.23 -6.00  -1.042
Cl5 -4.62 0.48 -7.35  0.501
Cl6 -4.76 -0.62 -4.63  0.535
H21 -3.24 -1.14 -6.35  0.028
H22 -2.98 0.48 -5.65  -0.079
C12 -6.76 -5.34 -4.95  -1.003
Cl7 -5.81 -4.11 -5.78  0.533
Cl8 -7.19 -4.85 -3.31  0.519
H23 -7.67 -5.51 -5.52  0.021
H24 -6.18 -6.26 -4.90  0.027
C13 7.39 -2.63 4.80  -1.017
Cl9 5.73 -2.15 4.47  0.563
Cl10 8.51 -2.09 3.54  0.494
H25 7.70 -2.18 5.74  0.013
H26 7.44 -3.71 4.86  0.021
C14 -0.15 1.11 -4.11  -1.003
Cl11 -0.78 1.15 -5.77  0.562
Cl12 1.28 0.08 -3.99  0.524
H27 0.12 2.11 -3.81  -0.061
H28 -0.92 0.71 -3.44  0.024
C15 0.75 4.50 -1.90  -0.985
Cl13 0.14 4.69 -3.55  0.541
Cl14 2.11 3.37 -1.83  0.556
H29 1.07 5.47 -1.54  0.024
H30 -0.05 4.11 -1.28  0.025
C16 3.60 5.10 1.15  -1.038
Cl15 5.22 5.80 0.98  0.489
Cl16 3.49 3.98 2.50  0.537
H31 2.89 5.91 1.32  0.022
H32 3.36 4.57 0.24  -0.043
C17 -7.15 0.68 -1.54  -1.016
Cl17 -6.60 1.91 -0.41  0.520
Cl18 -6.09 -0.73 -1.57  0.527
H33 -8.14 0.35 -1.25  0.023
H34 -7.17 1.11 -2.54  0.021

Net charge ... -1
Relative energy (zero: lowest compared OMol25 entry of this formula, charge and spin) ... 0.000 eV
HOMO energy ... -4.2 eV
LUMO ... 1.66 eV
Multiplicity ... 1

Record 4
Here is a single C2H4N2S2 molecule in a non-equilibrium geometry from OMol25. Energies are from ωB97M-V with the def2-TZVPD basis set.

Last column: Löwdin charge in e.
Positions of all 10 atoms, in Å:
C1 -1.87 -0.66 0.06  -0.087
N1 -1.49 -0.50 -1.28  -0.416
S1 -0.42 0.67 -1.96  0.777
C2 1.03 0.86 -0.79  -0.573
N2 1.06 -0.12 0.12  -0.499
S2 2.24 0.24 1.35  0.636
H1 -2.87 -1.15 0.33  0.073
H2 -1.28 -0.25 0.99  0.075
H3 1.86 1.77 -0.89  0.123
H4 1.74 -0.87 2.08  -0.109

Relative energy (zero: lowest compared OMol25 entry of this formula, charge and spin) ... 4.479 eV
Structure (SMILES) ... C=NS/C=N/S
HOMO energy ... -8.4 eV
LUMO ... -0.08 eV
Multiplicity ... 1

Record 5
Here is a single CH2N2O4S molecule in a non-equilibrium geometry from OMol25. Energies are from ωB97M-V with the def2-TZVPD basis set.

Last column: Löwdin charge in e.
Positions of all 10 atoms, in Å:
C1 -0.57 1.21 0.01  -0.421
N1 -1.66 1.42 -0.43  0.246
N2 0.64 -1.15 1.03  -0.199
O1 0.51 1.37 0.43  0.074
O2 -0.71 -1.09 0.45  -0.205
O3 0.97 -0.21 -1.31  -0.261
O4 2.83 -0.04 0.30  -0.231
S1 1.47 -0.33 0.02  0.673
H1 -0.97 -2.09 0.33  0.164
H2 -2.50 0.89 -0.83  0.160

Relative energy (zero: lowest compared OMol25 entry of this formula, charge and spin) ... 2.423 eV
HOMO energy ... -10.2 eV
LUMO ... 0.22 eV
Multiplicity ... 1

Record 6
Here is a molecular structure, C15H29F3NNaO12S2 in a non-equilibrium geometry from OMol25. Energies are from ωB97M-V with the def2-TZVPD basis set.

Last column: Löwdin charge in e.
Positions of all 63 atoms, in Å:
Na1 0.55 -0.53 -0.71  0.471
N1 1.69 -2.89 -0.78  -0.097
S1 1.75 -4.07 0.12  0.529
O1 1.80 -3.80 1.57  -0.093
O2 2.24 -5.34 -0.40  -0.092
F1 0.15 -4.28 -0.15  -0.187
S2 3.35 -2.51 -0.62  0.645
O3 4.31 -3.51 -1.08  -0.190
O4 3.70 -1.70 0.57  -0.216
F2 3.41 -1.36 -1.73  -0.158
C1 -1.16 5.01 -2.50  -0.002
C2 -0.78 4.52 -3.93  -0.276
O5 -0.68 3.10 -3.80  0.162
C3 -0.69 2.71 -2.55  -0.534
O6 -0.59 1.55 -2.19  0.143
O7 -0.96 3.77 -1.73  0.051
F3 0.43 5.02 -4.23  0.085
H1 -2.22 5.28 -2.50  0.133
H2 -0.61 5.88 -2.15  0.137
H3 -1.45 4.92 -4.69  0.174
C4 -2.36 -1.68 2.31  -0.045
C5 -0.88 -2.00 2.35  -0.275
O8 -0.11 -1.00 1.70  -0.179
C6 0.10 0.19 2.55  -0.197
C7 1.43 0.14 3.38  -0.045
H4 -2.60 -1.11 1.42  0.070
H5 -3.01 -2.55 2.36  0.086
H6 -2.53 -0.82 2.96  0.075
H7 -0.49 -2.37 3.30  0.131
H8 -0.75 -2.94 1.80  0.082
H9 0.33 1.11 2.02  0.092
H10 -0.74 0.42 3.21  0.113
H11 2.20 0.25 2.62  0.050
H12 1.53 -0.89 3.73  0.070
H13 1.57 0.78 4.25  0.084
O9 -1.54 -1.88 -1.13  0.051
C8 -2.77 -1.93 -1.11  -0.484
O10 -3.60 -2.89 -0.73  -0.007
C9 -3.07 -4.07 -0.22  -0.193
C10 -4.26 -4.92 0.42  -0.014
C11 -3.58 -0.69 -1.64  0.050
H14 -2.23 -3.74 0.40  0.082
H15 -2.61 -4.53 -1.10  0.129
H16 -3.88 -5.93 0.62  0.071
H17 -5.15 -5.01 -0.19  0.078
H18 -4.56 -4.58 1.41  0.064
H19 -4.57 -1.12 -1.79  0.082
H20 -3.13 -0.25 -2.53  0.084
H21 -3.69 0.00 -0.80  0.084
O11 2.32 0.96 0.27  0.032
C12 3.26 1.75 0.15  -0.459
O12 3.13 3.06 0.27  0.023
C13 1.92 3.64 0.66  -0.232
C14 1.89 5.02 0.00  -0.041
C15 4.68 1.32 -0.23  0.052
H22 1.73 3.67 1.73  0.135
H23 1.11 3.03 0.27  0.102
H24 1.10 5.68 0.37  0.083
H25 1.75 4.96 -1.08  0.074
H26 2.83 5.40 0.40  0.087
H27 4.57 0.51 -0.95  0.068
H28 5.16 1.02 0.70  0.104
H29 5.26 2.16 -0.63  0.096

Net charge ... +1
HOMO energy (alpha / beta) ... -12.8 / -12.8 eV
LUMO (alpha / beta) ... -4.16 / -8.85 eV
Multiplicity ... 2
Expectation value of S² ... 0.763

Record 7
Here is a single C18H22N2O3S molecule from OMol25. Energies are from ωB97M-V with the def2-TZVPD basis set.

Last column: Löwdin charge in e.
Positions of all 46 atoms, in Å:
C1 -9.00 -0.91 0.57  -0.107
C2 -7.53 -0.54 0.72  -0.230
C3 -6.88 -0.33 -0.64  -0.182
O1 -5.53 0.11 -0.51  -0.007
C4 -4.60 -0.84 -0.32  -0.450
O2 -4.85 -2.02 -0.27  0.107
C5 -3.24 -0.28 -0.17  -0.131
C6 -2.99 1.09 -0.21  0.002
C7 -1.71 1.58 -0.07  0.008
C8 -0.64 0.70 0.11  -0.207
N1 0.67 1.13 0.27  0.133
C9 1.18 2.38 0.23  -0.455
O3 0.56 3.41 0.06  0.077
C10 2.69 2.38 0.48  -0.109
N2 3.29 1.12 0.07  -0.244
C11 3.42 1.06 -1.38  -0.067
C12 4.57 0.86 0.73  -0.217
C13 5.03 -0.53 0.47  -0.544
C14 4.43 -1.69 0.85  -0.133
C15 5.13 -2.84 0.41  -0.187
C16 6.24 -2.54 -0.30  -0.415
S1 6.47 -0.84 -0.45  1.028
C17 -0.89 -0.68 0.15  -0.011
C18 -2.17 -1.16 0.01  -0.008
H1 -9.46 -1.06 1.54  0.070
H2 -9.10 -1.83 0.00  0.075
H3 -9.55 -0.13 0.05  0.072
H4 -7.44 0.39 1.30  0.114
H5 -7.00 -1.33 1.25  0.111
H6 -7.38 0.46 -1.21  0.131
H7 -6.90 -1.26 -1.21  0.129
H8 -3.81 1.78 -0.35  0.119
H9 -1.52 2.64 -0.10  0.101
H10 1.38 0.40 0.38  0.132
H11 3.13 3.25 -0.02  0.137
H12 2.83 2.51 1.56  0.134
H13 3.74 0.06 -1.67  0.083
H14 4.15 1.78 -1.76  0.098
H15 2.45 1.26 -1.84  0.093
H16 4.42 1.00 1.80  0.128
H17 5.35 1.57 0.40  0.118
H18 3.53 -1.73 1.43  0.111
H19 4.81 -3.85 0.62  0.101
H20 6.96 -3.20 -0.74  0.059
H21 -0.06 -1.36 0.28  0.111
H22 -2.38 -2.22 0.03  0.120

Relative energy (zero: lowest compared OMol25 entry of this formula, charge and spin) ... 0.818 eV
Structure (SMILES) ... CCCOC(=O)c1ccc(NC(=O)CN(C)Cc2cccs2)cc1
HOMO energy ... -8.6 eV
LUMO ... 0.59 eV
Multiplicity ... 1

Record 8
Here is a single C2H3N3O2 molecule from OMol25. Energies are from ωB97M-V with the def2-TZVPD basis set.

Last column: Löwdin charge in e.
Positions of all 10 atoms, in Å:
N1 -1.82 0.10 0.08  0.141
C1 -0.49 -0.22 0.12  -0.459
N2 -0.01 -1.33 0.58  0.123
O1 1.39 -1.17 0.54  0.039
C2 1.72 0.05 0.04  -0.534
O2 2.83 0.48 -0.10  0.114
N3 0.50 0.64 -0.27  0.204
H1 -2.13 0.52 -0.79  0.101
H2 -2.40 -0.68 0.35  0.104
H3 0.41 1.61 -0.53  0.168

Relative energy (zero: lowest compared OMol25 entry of this formula, charge and spin) ... 0.994 eV
Structure (SMILES) ... Nc1noc(=O)[nH]1
HOMO energy ... -9.5 eV
LUMO ... 0.44 eV
Multiplicity ... 1